No. 1
Below is a structure of composition C30H25BrF4IN6ORuS, with properties calculated with ωB97M-V with the def2-TZVPD basis set.

Structure (ORCA input):
```
! wB97M-V def2-TZVPD RIJCOSX def2/J DEFGRID3
* xyz 0 2
I 0.484 3.695 0.012
Ru 0.804 -0.110 0.853
Br 0.761 4.513 -3.433
S 5.544 -5.568 -1.690
F -4.472 -1.495 -2.690
F 0.457 0.498 -1.655
F -0.261 0.011 -4.145
F -3.825 -1.054 -0.198
O 1.456 1.508 1.292
N 0.830 -2.171 0.022
N 0.197 -0.577 2.845
N 5.864 -4.091 -1.124
N -1.169 -0.051 0.503
N 2.921 -0.628 0.573
N 3.935 -5.564 -1.575
C -1.328 7.778 -2.024
C 2.233 -3.959 -0.796
C 3.199 -1.828 0.036
C 3.592 -4.391 -1.069
C -0.123 -4.237 -0.751
C -1.206 -0.054 2.881
C 5.545 -1.328 0.016
C 3.912 0.223 0.814
C -0.786 -0.011 -1.871
C 2.053 -2.682 -0.258
C 5.239 -0.092 0.543
C -1.480 7.520 -0.669
C 4.508 -2.221 -0.248
C 0.871 1.551 4.182
C -0.272 5.433 -0.907
C -0.957 6.360 -0.123
C 1.013 0.058 3.940
C 1.119 -4.752 -1.053
C 0.232 -2.055 3.054
C -2.893 -0.767 -1.138
C -0.220 -2.960 -0.218
C -1.630 -0.257 -0.768
C -0.133 5.709 -2.262
C -0.312 -2.630 4.359
C -3.246 -1.002 -2.453
C 4.703 -3.544 -0.809
C -1.981 -0.458 1.643
C -2.391 -0.757 -3.507
C -0.653 6.869 -2.821
C -1.150 -0.251 -3.176
H -1.121 1.030 2.873
H 0.742 -0.441 4.872
H 2.049 -0.197 3.712
H -1.718 -0.354 3.799
H 1.586 1.818 4.962
H -0.344 -2.495 2.242
H -1.076 6.160 0.934
H -0.118 1.808 4.563
H -2.678 -0.939 -4.531
H -2.210 -1.535 1.651
H -1.732 8.680 -2.463
H -1.351 -2.351 4.529
H 1.247 -5.740 -1.474
H 1.272 -2.356 2.913
H 3.580 1.171 1.227
H 1.086 2.116 3.280
H 6.012 0.635 0.748
H -2.948 0.049 1.676
H -2.007 8.222 -0.035
H 6.564 -1.618 -0.203
H -1.192 -2.546 0.014
H -0.282 -3.717 4.270
H -1.028 -4.802 -0.925
H 0.268 -2.366 5.241
H -0.527 7.051 -3.879
*
```

Total energy = -144933.21046 eV
ΔE to the lowest compared entry with this formula, charge and spin = 0.0 kJ/mol
Highest occupied orbital energy (spin up / spin down) = -6.7 / -6.5 eV
Expectation value of S² = 0.76
Gap between HOMO and LUMO (spin up / spin down) = 5.713 / 5.506 eV
F_max = 0.6 eV Å⁻¹
E_LUMO (spin up / spin down) = -1.0 / -1.0 eV

No. 2
Below is a structure of composition C30H25Cl5IMgN6O2S, with properties calculated with ωB97M-V with the def2-TZVPD basis set.

Structure (ORCA input):
```
! wB97M-V def2-TZVPD RIJCOSX def2/J DEFGRID3
* xyz -1 1
I -3.771 -1.648 0.775
Cl -3.709 -0.213 -5.617
Cl -0.039 -2.310 -2.267
Cl -3.163 1.852 -0.670
Cl -1.453 -2.287 -5.019
Cl -4.553 1.831 -3.429
S 0.448 3.385 -0.655
Mg -0.018 0.184 -0.010
O -0.226 -1.694 6.157
O -0.773 1.245 1.412
N 0.073 2.474 4.642
N 1.263 0.809 -1.713
N 2.081 -0.764 0.273
N -0.648 -1.449 1.487
N 0.815 1.611 -2.676
N -0.577 3.297 -3.138
C -0.390 2.423 3.418
C 0.457 0.106 4.645
C -3.276 0.706 -3.097
C -2.609 0.704 -1.871
C -0.939 3.657 2.774
C 3.786 -1.723 -1.097
C -1.573 -5.311 0.075
C -0.427 5.780 -3.252
C 0.526 1.335 5.234
C 4.334 -2.362 -0.003
C -0.311 -5.042 0.584
C -0.018 -3.784 1.091
C -1.294 4.549 -3.005
C -2.549 -4.323 0.105
C 2.647 -1.365 1.323
C 2.693 -0.869 -0.929
C 2.215 -0.016 -2.027
C -0.327 -1.267 2.717
C 2.855 -0.051 -3.374
C -1.910 -1.132 -3.806
C -0.975 -2.773 1.088
C -0.043 0.021 3.319
C -1.569 -0.167 -1.553
C 0.863 -1.113 5.423
C -2.254 -3.067 0.616
C -0.390 1.209 2.633
C -2.912 -0.210 -4.080
C 3.781 -2.150 1.251
C -1.291 -1.094 -2.560
C 0.208 2.723 -2.198
H -0.673 2.763 -3.987
H 2.671 0.898 -3.868
H -1.802 -6.281 -0.348
H 3.930 -0.223 -3.308
H 2.416 -0.840 -3.995
H -0.335 -2.132 3.389
H -1.726 4.590 -2.005
H 2.155 -1.217 2.277
H -1.982 3.500 2.485
H 4.201 -1.867 -2.083
H 1.278 -1.881 4.766
H -1.005 6.691 -3.077
H -0.402 3.884 1.850
H 1.637 -0.847 6.144
H -3.544 -4.524 -0.270
H -0.866 4.490 3.471
H 5.193 -3.012 -0.124
H 0.424 5.774 -2.570
H -1.035 -1.277 5.845
H 4.197 -2.595 2.146
H 0.978 -3.558 1.451
H 0.943 1.445 6.230
H -2.113 4.516 -3.723
H 0.454 -5.809 0.584
H -0.055 5.795 -4.279
*
```

Total energy = -131549.56529 eV
ΔE to the lowest compared entry with this formula, charge and spin = 59.9 kJ/mol
Highest occupied orbital energy = -4.5 eV
Gap between HOMO and LUMO = 6.698 eV
F_max = 0.9 eV Å⁻¹
E_LUMO = 2.2 eV